45
Properties=species:S:1:pos:R:3:forces:R:3 method="wB97M-V/def2-TZVPD" lumo_ev="-15.444 / -14.914" spin_multiplicity=2 s_squared=0.754 total_energy_ev=-89905.93173 mol_weight_da=830.20 total_charge=+3
C 5.528427 -0.404838 1.826671 1.3 -0.5 0.0
C 4.221319 -1.275163 1.350433 -0.7 2.9 3.7
N 3.106436 -0.412350 0.722523 0.7 -1.9 3.2
O 3.611517 -0.056412 -0.470691 -1.4 -0.1 -5.1
C 2.654159 -0.346581 -1.574685 1.8 -1.4 -6.2
O 3.225949 -0.868939 -2.695617 -3.2 2.1 8.0
N 1.156175 -0.041442 -1.515176 2.0 0.6 -0.8
C 0.370202 -0.965590 -2.415669 -0.1 -1.8 -0.4
C 0.584655 -2.536510 -1.881700 -1.0 -4.4 -8.9
O 0.514043 -3.500084 -2.841058 0.7 6.8 7.7
I 0.909926 -3.123319 0.199379 1.1 0.0 -0.5
C 0.898801 1.441032 -1.864289 2.5 -0.4 -3.3
F 0.132748 1.452074 -3.114689 2.1 0.4 4.5
F 2.276983 1.940045 -2.247515 -4.0 -1.3 1.2
C 0.405016 2.354980 -0.632027 3.3 2.4 1.6
F 0.863160 1.635661 0.619013 -1.7 1.9 -3.7
F 1.279656 3.591813 -0.646456 -3.0 -4.4 -0.1
C -1.113367 2.856741 -0.523368 -2.9 4.1 0.6
F -1.946173 2.882447 -1.740953 3.4 -0.7 3.6
F -1.053392 4.311790 -0.096549 0.0 -5.0 -1.4
C -2.052571 2.171685 0.657713 -2.3 2.7 1.5
F -1.548884 2.457413 2.047460 -1.3 -1.6 -5.0
F -3.346817 2.953686 0.577030 4.3 -3.0 0.1
C -2.469335 0.614919 0.399675 -1.0 -2.3 -1.1
F -1.291598 -0.311925 0.204494 -2.8 3.1 0.2
F -3.288791 0.431363 -0.856918 2.9 1.0 4.1
C -3.320730 -0.078848 1.643152 1.1 -0.2 3.0
F -3.973570 0.885413 2.553315 2.2 -3.3 -3.5
F -2.270346 -0.774935 2.479196 -3.1 2.1 -2.5
C -4.361227 -1.254325 1.178419 -0.4 -3.4 1.6
F -3.755905 -2.257044 0.223415 -1.6 3.7 2.9
F -4.642874 -2.063135 2.424525 1.2 2.8 -4.2
C -5.819623 -0.742395 0.644691 -5.1 0.1 -0.7
F -5.936005 0.706973 0.380237 1.0 -5.1 0.9
F -6.854613 -1.057675 1.699311 4.0 1.3 -3.8
F -6.290458 -1.489890 -0.578149 2.2 2.8 4.4
H 5.250036 0.745019 1.949235 0.5 -2.5 -0.6
H 5.946904 -0.785583 2.877654 -1.1 0.7 -2.4
H 6.403742 -0.536968 1.029713 -1.7 0.7 1.7
H 3.795279 -1.805599 2.319714 0.6 0.6 -2.0
H 4.571545 -2.138419 0.634050 -1.4 8.5 6.8
H 3.034087 0.461501 1.301569 0.0 -1.0 -0.2
H -0.811232 -0.802569 -2.362364 2.7 0.0 0.0
H 0.761362 -0.989405 -3.543436 -1.0 0.0 2.6
Ce 4.645387 -3.274613 -0.341280 -1.0 -7.2 -7.6